Version A
DFT (ωB97M-V with the def2-TZVPD basis set) results for C8H10O in the gas phase.

HOMO in eV: -9.13
Gap between HOMO and LUMO in eV: 9.39
SMILES string: C=C1CC(C)=C(C)C1=O

Last column: Löwdin charge in e.
Geometry (Å):
H1 0.965 0.481 -2.577  0.067
C1 2.065 2.076 1.217  -0.042
H2 -1.866 -2.291 1.168  0.039
C2 1.320 1.092 -1.770  -0.023
H3 -0.682 1.084 2.355  0.153
C3 0.778 0.615 -0.442  -0.128
C4 1.001 1.130 0.820  -0.239
O1 -1.040 -0.827 -1.162  0.096
H4 2.959 2.117 0.501  0.110
H5 2.372 1.723 2.220  0.083
C5 -0.640 -0.526 1.103  -0.243
H6 1.677 3.059 1.396  0.075
H7 2.388 0.968 -1.712  0.070
H8 0.965 2.144 -1.929  0.106
C6 -1.419 -1.507 1.652  0.130
C7 -0.333 -0.385 -0.283  -0.375
C8 0.183 0.478 1.889  -0.120
H9 0.753 0.102 2.841  0.155
H10 -1.392 -1.480 2.769  0.086



Version B
DFT (ωB97M-V with the def2-TZVPD basis set) results for C8H10O in the gas phase.

HOMO (spin up / spin down) in eV: -7.07 / -7.60
Gap between HOMO and LUMO (spin up / spin down) in eV: 7.31 / 8.06

Last column: Löwdin charge in e.
Geometry (Å):
C1 -0.047 1.277 -1.690  -0.088
H1 -0.774 -2.782 -2.035  0.120
C2 0.499 3.186 -0.108  -0.039
O1 -0.087 0.121 -1.951  0.062
C3 0.109 -1.482 -0.540  -0.284
H2 1.457 -1.871 1.005  0.089
H3 -0.683 -1.062 1.481  0.163
H4 0.116 3.380 0.807  0.030
C4 1.173 -1.138 0.331  -0.075
C5 -0.288 -2.743 -0.977  -0.081
H5 1.598 3.191 -0.239  0.095
C6 -0.184 -0.492 0.597  -0.202
C7 0.132 1.739 -0.371  -0.315
H6 0.097 3.837 -0.933  0.097
C8 -0.332 0.909 0.571  -0.040
H7 1.922 -0.336 0.155  0.136
H8 -0.478 1.412 1.495  0.115
H9 -1.101 -3.165 -0.298  0.104
H10 0.646 -3.410 -0.836  0.115



It is version A that is most stable; the runner-up trails by 5.086 eV.



Version A
DFT (ωB97M-V with the def2-TZVPD basis set) results for a gas-phase ion, C6H11O (charge -1).

HOMO in eV: -2.08
Gap between HOMO and LUMO in eV: 5.79
Charge: -1
SMILES string: C=CCCCC[O-]

Last column: Löwdin charge in e.
Geometry (Å):
H1 0.346 -1.588 1.468  0.097
H2 -0.635 0.981 -1.389  0.106
C1 -1.189 -0.540 -2.644  -0.033
H3 1.768 1.010 0.590  0.069
H4 -1.152 -1.249 1.017  0.097
C2 1.228 1.320 1.538  -0.583
H5 -0.830 -1.493 -3.030  0.042
O1 1.108 2.647 1.637  -0.372
C3 -0.624 -0.098 -1.520  -0.191
C4 -0.146 0.601 1.446  -0.235
C5 0.226 -0.914 -0.598  -0.240
H6 -0.798 1.241 0.851  0.082
H7 0.205 -1.961 -0.934  0.101
H8 1.851 0.782 2.305  0.075
H9 -0.589 0.621 2.452  0.095
H10 -1.873 0.036 -3.250  0.033
C6 -0.148 -0.808 0.872  -0.244
H11 1.252 -0.590 -0.811  0.102



Version B
DFT (ωB97M-V with the def2-TZVPD basis set) results for 2 unconnected molecules or ions with the total composition C6H11O.

HOMO in eV: -2.34
Gap between HOMO and LUMO in eV: 4.79
Charge: -1

Last column: Löwdin charge in e.
Geometry (Å):
H1 1.122 -1.488 0.443  0.121
H2 3.947 -0.356 0.665  -0.017
H3 -1.599 -0.178 1.484  0.098
H4 -2.609 0.074 -1.433  0.083
H5 -0.335 1.130 -0.134  0.102
H6 -1.676 -1.511 0.283  0.102
C1 2.178 0.119 -0.331  -0.279
C2 -1.631 -0.416 0.418  -0.240
C3 -0.303 0.044 -0.187  -0.276
H7 1.752 0.194 -1.348  0.081
C4 3.565 0.080 -0.314  -0.135
C5 1.005 -0.401 0.526  -0.198
H8 -0.214 -0.299 -1.230  0.102
H9 3.319 1.552 0.162  0.231
C6 -2.856 0.179 -0.313  -0.621
O1 -4.066 -0.193 0.058  -0.347
H10 1.059 0.180 1.473  0.120
H11 -2.656 1.292 -0.222  0.072



Version C
DFT (ωB97M-V with the def2-TZVPD basis set) results for a gas-phase ion, C6H11O (charge -1).

HOMO in eV: -2.59
Gap between HOMO and LUMO in eV: 6.85
Charge: -1
SMILES string: C/C=C/CCC[O-]

Last column: Löwdin charge in e.
Geometry (Å):
C1 1.414 -0.085 -0.503  -0.252
H1 -0.966 -0.138 0.856  0.078
C2 1.362 1.141 0.455  -0.216
C3 0.138 -0.811 -0.804  -0.179
O1 -0.931 1.600 1.226  -0.349
H2 1.539 0.855 1.497  0.090
H3 1.903 0.224 -1.430  0.081
H4 2.211 1.792 0.209  0.075
C4 -1.841 -2.118 0.026  -0.122
H5 -0.221 1.994 -0.698  0.083
H6 -0.289 -0.662 -1.803  0.094
C5 -0.808 -1.005 0.150  -0.165
H7 0.450 3.035 0.543  0.067
H8 -1.229 -2.988 0.244  0.056
H9 -2.235 -2.184 -1.000  0.058
C6 0.045 1.995 0.396  -0.534
H10 -2.693 -1.899 0.665  0.054
H11 2.151 -0.745 -0.028  0.082



It is version A that is most stable; the runner-up trails by 1.046 eV.



Version A
DFT (ωB97M-V with the def2-TZVPD basis set) results for 3 unconnected molecules or ions with the total composition C3H13NO2S2.

HOMO in eV: -8.56
Gap between HOMO and LUMO in eV: 9.18
SMILES string: CNCCSS.O.O

Last column: Löwdin charge in e.
Geometry (Å):
H1 0.697 1.095 0.086  0.070
H2 2.960 0.872 2.594  0.016
H3 0.948 3.525 -1.826  0.036
S1 -0.273 -0.458 -1.390  0.392
H4 3.806 0.636 1.389  0.030
H5 1.033 -1.370 1.240  0.098
H6 -0.418 4.077 -2.168  0.045
C1 -0.273 0.601 0.089  -0.534
H7 -1.356 -0.801 1.385  0.096
H8 -0.295 -1.879 3.385  0.079
H9 -0.800 0.665 2.146  0.114
H10 0.361 -0.340 3.920  0.079
O1 0.180 3.334 -2.382  -0.074
O2 3.475 1.357 1.937  -0.072
S2 -1.962 -1.529 -1.513  0.290
C2 -0.521 -0.086 1.410  -0.331
H11 -2.902 -0.577 -1.682  -0.186
H12 1.455 -1.731 3.520  0.071
H13 -0.999 1.387 -0.110  0.064
N1 0.709 -0.681 1.905  -0.144
C3 0.561 -1.188 3.260  -0.139



Version B
DFT (ωB97M-V with the def2-TZVPD basis set) results for 3 unconnected molecules or ions with the total composition C3H13NO2S2.

HOMO in eV: -7.67
Gap between HOMO and LUMO in eV: 8.25
SMILES string: CSSCCN.O.O

Last column: Löwdin charge in e.
Geometry (Å):
C1 3.083 -3.006 -1.731  -0.465
O1 -3.806 2.502 3.288  -0.095
H1 3.417 -1.908 -1.470  0.077
H2 -3.909 1.752 3.989  0.102
H3 0.012 -0.014 -2.932  0.056
H4 -0.982 -0.888 -0.249  0.054
H5 3.482 -3.338 -2.650  0.000
H6 1.389 -0.357 -1.670  0.045
H7 -4.675 2.747 2.961  0.027
C2 -0.518 -0.016 -0.638  -0.264
H8 3.535 -3.643 -0.974  0.021
H9 -0.278 1.469 0.927  0.039
H10 -0.081 2.506 2.888  0.037
H11 0.993 1.470 -0.278  0.035
S1 1.322 -3.319 -1.572  0.366
H12 -1.395 0.643 -1.024  0.110
N1 0.408 0.878 0.322  -0.038
S2 0.023 -2.183 -2.421  0.399
O2 -0.875 2.205 2.485  -0.039
C3 0.333 -0.406 -1.935  -0.487
H13 -1.478 2.907 2.683  0.020



It is version A that is most stable; the runner-up trails by 1.410 eV.



Version A
DFT (ωB97M-V with the def2-TZVPD basis set) results for a gas-phase ion, C3H6NOS (charge -1).

HOMO in eV: -2.42
Gap between HOMO and LUMO in eV: 6.03
Charge: -1
SMILES string: NC(=O)CC[S-]

Last column: Löwdin charge in e.
Geometry (Å):
H1 0.710 -0.330 -1.925  0.085
H2 -0.391 -1.004 1.494  0.096
O1 1.986 -0.043 0.937  0.018
C1 1.095 -0.249 0.133  -0.563
N1 1.327 0.031 -1.213  0.124
H3 -0.689 -1.300 -0.269  0.094
C2 -0.328 -0.597 0.488  -0.237
S1 -2.921 0.441 0.937  0.056
H4 2.304 -0.099 -1.437  0.086
H5 -1.198 1.045 -0.600  0.017
H6 -0.695 1.426 1.038  0.044
C3 -1.201 0.679 0.417  -0.819



Version B
DFT (ωB97M-V with the def2-TZVPD basis set) results for a gas-phase ion, C3H6NOS (charge -1).

HOMO in eV: -2.75
Gap between HOMO and LUMO in eV: 6.86
Charge: -1
SMILES string: N[C@@H](C=O)C[S-]

Last column: Löwdin charge in e.
Geometry (Å):
H1 -0.281 -1.338 -1.503  0.035
H2 -1.693 -0.696 -0.738  0.035
C1 1.514 0.358 -0.089  -0.261
C2 -0.645 -0.933 -0.558  -0.733
H3 -0.641 0.159 1.614  -0.004
O1 2.294 0.910 -0.841  0.001
H4 1.903 -0.174 0.785  0.101
H5 -1.376 1.406 0.881  0.058
S1 -0.420 -2.179 0.750  0.136
H6 -0.211 1.103 -1.061  0.123
N1 -0.462 0.972 1.015  -0.001
C3 0.019 0.412 -0.255  -0.489



It is version A that is most stable; the runner-up trails by 0.695 eV.



Version A
DFT (ωB97M-V with the def2-TZVPD basis set) results for 2 unconnected molecules or ions with the total composition CH4O3S.

HOMO (spin up / spin down) in eV: -8.12 / -8.12
Gap between HOMO and LUMO (spin up / spin down) in eV: 8.04 / 8.04

Last column: Löwdin charge in e.
Geometry (Å):
S1 -1.984 -0.803 0.296  0.498
H1 1.422 -2.210 0.616  0.037
O1 0.468 2.095 -0.167  0.149
C1 -0.217 0.996 -0.395  -0.278
H2 0.039 0.468 -1.307  0.157
O2 -1.076 0.597 0.442  -0.525
H3 0.243 2.490 0.693  0.151
H4 0.078 -1.899 -0.061  -0.083
O3 1.027 -1.734 -0.118  -0.107



Version B
DFT (ωB97M-V with the def2-TZVPD basis set) results for 2 unconnected molecules or ions with the total composition CH4O3S.

HOMO (spin up / spin down) in eV: -8.44 / -8.45
Gap between HOMO and LUMO (spin up / spin down) in eV: 7.72 / 7.73

Last column: Löwdin charge in e.
Geometry (Å):
O1 -3.967 0.292 0.861  -0.291
H1 -1.351 -1.872 -0.577  0.036
C1 -2.253 -1.331 -0.263  -0.311
H2 -2.813 -1.540 0.673  0.049
S1 -2.282 0.126 -0.856  1.056
H3 0.353 2.259 0.987  0.016
H4 1.485 1.322 0.334  0.032
O2 0.752 1.411 0.940  -0.046
O3 -3.333 1.001 -0.057  -0.543



It is version A that is most stable; the runner-up trails by 3.956 eV.



Version A
DFT (ωB97M-V with the def2-TZVPD basis set) results for 2 unconnected molecules or ions with the total composition CH4O3S.

HOMO in eV: -9.89
Gap between HOMO and LUMO in eV: 10.30
SMILES string: O=C(O)O.S

Last column: Löwdin charge in e.
Geometry (Å):
C1 1.050 0.114 0.229  -0.706
S1 -2.302 -0.045 -0.172  0.522
H1 1.114 -1.688 0.640  0.125
H2 -2.135 -0.127 1.138  -0.208
O1 1.134 -1.164 -0.159  0.116
O2 1.014 0.345 1.389  0.130
O3 0.969 0.973 -0.797  0.161
H3 0.868 0.555 -1.584  0.066
H4 -1.710 1.037 -0.685  -0.205



Version B
DFT (ωB97M-V with the def2-TZVPD basis set) results for 2 unconnected molecules or ions with the total composition CH4O3S.

HOMO in eV: -9.70
Gap between HOMO and LUMO in eV: 10.12
SMILES string: O=C(O)O.S

Last column: Löwdin charge in e.
Geometry (Å):
H1 2.283 0.379 0.876  0.182
H2 0.275 1.602 -0.973  0.121
O1 2.104 -0.414 0.259  0.155
H3 -3.062 0.086 0.951  -0.177
C1 1.182 -0.046 -0.561  -0.820
S1 -1.830 -0.450 0.540  0.502
O2 0.724 -0.685 -1.395  0.151
O3 0.785 1.218 -0.256  0.063
H4 -2.461 -1.691 0.560  -0.177



Version C
DFT (ωB97M-V with the def2-TZVPD basis set) results for 2 unconnected molecules or ions with the total composition CH4O3S.

HOMO in eV: -10.00
Gap between HOMO and LUMO in eV: 10.46
SMILES string: O=C(O)O.S

Last column: Löwdin charge in e.
Geometry (Å):
H1 -1.022 -0.933 0.069  -0.309
O1 2.895 -0.116 0.267  0.167
O2 0.963 -1.192 0.155  0.093
S1 -2.005 -0.248 0.281  0.651
H2 -2.206 -0.619 -0.934  -0.202
H3 3.155 0.795 0.053  0.137
C1 1.576 -0.169 0.197  -0.669
H4 0.123 0.939 0.428  -0.001
O3 0.982 1.023 0.115  0.133



It is version B that is most stable; the runner-up trails by 0.082 eV.



Version A
DFT (ωB97M-V with the def2-TZVPD basis set) results for 2 unconnected molecules or ions with the total composition C4H14N3.

HOMO in eV: -10.67
Gap between HOMO and LUMO in eV: 7.58
Charge: +1

Last column: Löwdin charge in e.
Geometry (Å):
H1 -0.728 -3.111 -0.531  0.116
H2 -1.400 1.765 1.140  0.110
H3 0.939 2.993 0.849  0.087
H4 0.311 -3.779 0.631  0.228
H5 -0.990 -2.649 0.978  0.118
H6 0.169 1.999 -2.213  0.151
H7 0.308 2.273 2.367  0.108
C1 0.407 -1.579 0.198  -0.225
N1 -0.284 -2.826 0.305  -0.009
C2 0.522 2.134 1.312  -0.063
N2 -0.623 1.766 0.589  0.013
H8 -1.680 -0.004 -1.907  0.133
C3 0.577 1.233 -1.417  -0.007
H9 0.963 -1.414 1.138  0.025
H10 0.907 0.297 -1.994  0.113
H11 1.271 -1.607 -0.503  0.029
N3 -1.707 0.316 -0.946  0.169
H12 -2.479 0.316 -0.337  0.106
C4 -0.580 0.930 -0.497  -0.347
H13 1.390 1.639 -0.936  0.037
H14 1.188 1.236 1.165  0.109



Version B
DFT (ωB97M-V with the def2-TZVPD basis set) results for 2 unconnected molecules or ions with the total composition C4H14N3.

HOMO in eV: -14.31
Gap between HOMO and LUMO in eV: 11.36
Charge: +1

Last column: Löwdin charge in e.
Geometry (Å):
N1 2.206 0.274 -0.720  0.047
H1 -3.502 0.523 -1.706  0.096
C1 -3.175 -0.317 -1.072  -0.090
H2 1.379 0.485 -1.291  0.109
H3 0.525 -0.099 1.088  0.091
H4 -1.801 -1.303 1.221  0.133
C2 -1.206 -1.162 0.320  -0.154
C3 -1.768 -0.053 -0.586  -0.250
H5 3.474 1.260 0.587  0.126
H6 -1.125 0.013 -1.486  0.118
C4 2.427 1.105 0.390  -0.294
H7 -1.782 0.811 -0.009  0.089
H8 0.541 -1.771 1.370  0.180
H9 0.882 -1.145 -0.086  0.110
N2 0.242 -1.035 0.704  0.144
H10 -3.875 -0.483 -0.272  0.079
H11 1.809 1.964 1.956  0.082
H12 -1.274 -2.114 -0.244  0.138
H13 -3.142 -1.206 -1.694  0.080
H14 3.066 0.184 -1.261  0.110
N3 1.430 1.538 1.090  0.057



It is version B that is most stable; the runner-up trails by 3.410 eV.